# 1
An isolated molecule of C5H10O at a distorted geometry. Source: OMol25; level of theory: wB97M-V/def2-TZVPD.

XYZ file:
```
16
C5H10O wB97M-V/def2-TZVPD
C 1.76 0.18 0.50
C 0.94 0.30 -0.79
C -0.55 0.14 -0.55
C -0.97 -1.24 0.05
C -1.33 1.02 0.32
O -1.46 0.42 -1.50
H 1.65 -0.80 0.96
H 1.45 0.94 1.24
H 2.83 0.34 0.30
H 1.24 -0.48 -1.50
H 1.12 1.26 -1.28
H -0.63 -1.99 -0.67
H -0.54 -1.41 1.04
H -2.06 -1.29 0.11
H -1.87 1.90 0.03
H -1.56 0.63 1.33
```

The spin multiplicity is 1. As for the LUMO energy (alpha / beta): -0.3528 / -0.4239 eV. The electronic energy comes out at -7390.900 eV. Its HOMO energy (alpha / beta) is -9.60 / -9.37 eV. Its charge is 0.


# 2
An isolated molecule of C5H10O. Source: OMol25; level of theory: wB97M-V/def2-TZVPD.

XYZ file:
```
16
C5H10O wB97M-V/def2-TZVPD
O 2.24 0.88 0.17
C 1.92 -0.49 0.02
C 0.52 -0.70 -0.54
C -0.55 -0.13 0.38
C -1.99 -0.18 0.00
C -1.28 1.14 0.03
H 1.53 1.28 0.68
H 2.02 -1.03 0.97
H 2.67 -0.90 -0.66
H 0.35 -1.78 -0.68
H 0.44 -0.23 -1.53
H -0.34 -0.29 1.44
H -2.25 -0.61 -0.97
H -2.72 -0.39 0.78
H -1.03 1.60 -0.92
H -1.54 1.84 0.81
```

The spin multiplicity is 1. As for the LUMO energy: 1.1195 eV. The electronic energy comes out at -7393.624 eV. Its SMILES is OCCC1CC1. Its HOMO energy is -10.11 eV. Its charge is 0.


Which value of spin multiplicity does entry 1 give? 1